(1)
{
  "formula": "C3H7F2NO5S2",
  "method": "ωB97M-V with the def2-TZVPD basis set",
  "elements": ["C", "C", "C", "N", "O", "O", "O", "O", "O", "F", "F", "S", "S", "H", "H", "H", "H", "H", "H", "H"],
  "coordinates": [[0.24929, 1.22472, -2.03464], [0.29405, 1.32945, 0.34151], [2.05983, -3.43670, 3.33048], [0.81707, 0.71017, -0.77670], [1.75527, -1.22095, -1.89510], [1.66701, -1.24788, 0.51975], [-0.36347, -3.00009, -0.86788], [-0.39718, -1.58648, -0.70946], [1.44695, -3.81549, 0.93179], [0.78424, -3.86897, 3.59885], [2.66088, -2.85333, 4.39601], [2.43290, -3.12533, 1.77368], [1.02805, -0.88662, -0.73594], [0.40457, 2.34786, -2.21059], [0.49550, 0.49707, -2.79951], [-0.82047, 1.12071, -1.92930], [0.54386, 2.39991, 0.16147], [-0.79146, 1.30603, 0.50527], [0.81411, 1.17227, 1.34891], [0.35267, -3.33974, -0.35507]],
  "atomic_forces_ev_per_a": [[-0.81, 0.47, 0.06], [0.18, 3.42, 3.75], [-2.23, 0.96, 1.19], [-0.17, -1.36, -1.36], [0.00, -0.58, -1.32], [-0.97, 1.55, -0.82], [-1.68, 0.40, -1.90], [-0.79, 0.74, 0.15], [-0.15, -0.57, -0.07], [2.42, 0.36, 0.23], [-0.81, -1.14, -1.47], [1.02, -0.65, 0.52], [2.90, -1.02, 1.46], [0.56, -1.90, 0.21], [0.55, 0.72, -0.54], [-0.68, 0.17, -0.06], [-0.44, -0.34, 0.28], [0.08, -0.43, -0.29], [-0.57, -0.55, -1.66], [1.59, -0.26, 1.65]],
  "relative_energy_kj_mol": 25.5,
  "multiplicity": 1,
  "total_charge": 0,
  "mol_weight_da": 239.22,
  "total_energy_ha": -1545.34273
}

---

(2)
{
  "formula": "C3H7F3N",
  "method": "ωB97M-V with the def2-TZVPD basis set",
  "elements": ["C", "C", "C", "N", "F", "F", "F", "H", "H", "H", "H", "H", "H", "H"],
  "coordinates": [[-0.01562, -0.66513, 1.00542], [0.30953, 1.04241, -0.84633], [-0.18377, -0.15969, -0.41932], [-2.66633, -0.05490, -0.21152], [-3.62934, 0.69035, -0.79937], [-2.81928, 0.20915, 1.13822], [-3.12372, -1.29927, -0.34607], [0.90622, -0.83952, 1.40238], [-0.42280, 0.10389, 1.78143], [-0.46925, -1.64592, 1.30114], [-0.26234, 1.53336, -1.65638], [1.27588, 0.86777, -1.57358], [0.52215, 1.81933, -0.05825], [-0.53984, -1.02823, -1.03020]],
  "atomic_forces_ev_per_a": [[-4.30, 1.25, 0.67], [2.12, 3.60, -2.04], [0.06, -4.93, 2.60], [0.02, 0.75, 0.51], [0.30, -0.01, 0.23], [-0.28, -0.11, -0.69], [-0.13, -0.55, 0.08], [3.54, 0.20, 0.21], [0.57, -0.95, -1.47], [-0.31, 0.83, -1.08], [-0.23, -0.32, 0.19], [-1.78, -0.09, 1.81], [0.08, -1.09, -0.75], [0.36, 1.43, -0.29]],
  "relative_energy_kj_mol": 103.3,
  "multiplicity": 1,
  "total_charge": 1,
  "mol_weight_da": 114.09,
  "total_energy_ha": -472.30179
}

---

(3)
{
  "formula": "C3H7FN2O",
  "method": "ωB97M-V with the def2-TZVPD basis set",
  "elements": ["N", "N", "C", "C", "O", "C", "F", "H", "H", "H", "H", "H", "H", "H"],
  "coordinates": [[-1.30399, -1.63678, -0.24981], [0.08127, -1.25869, 0.05830], [0.16690, 0.05761, 0.02951], [1.51316, 0.69339, 0.09186], [2.83750, -0.04892, -0.24121], [-1.00809, 0.87136, -0.01674], [-0.92409, 2.22064, -0.17447], [-2.09329, -1.20088, 0.31216], [-1.28565, -2.57762, -0.11376], [1.46553, 1.50797, 0.93529], [1.53277, 1.39796, -0.82020], [2.52643, -1.10628, 0.18283], [-1.67861, 0.66915, 0.83708], [-1.82985, 0.41107, -0.83083]],
  "atomic_forces_ev_per_a": [[0.48, 2.71, 0.71], [-2.33, 3.03, -0.91], [2.56, -3.68, 0.45], [1.85, 3.15, -2.18], [-5.02, -3.99, 3.83], [-5.13, -0.79, -1.73], [0.75, 0.22, -0.04], [1.70, -0.81, -0.50], [-0.43, -3.21, 0.44], [0.97, -1.95, -0.87], [-0.31, -0.79, 1.21], [1.70, 4.59, -2.01], [0.61, 0.27, 0.46], [2.59, 1.27, 1.15]],
  "smiles": "N/N=C(/CO)CF",
  "relative_energy_kj_mol": 346.4,
  "multiplicity": 1,
  "total_charge": 0,
  "mol_weight_da": 106.10,
  "total_energy_ha": -402.97749
}

---

(4)
{
  "formula": "C3H7FNO",
  "method": "ωB97M-V with the def2-TZVPD basis set",
  "elements": ["C", "C", "C", "N", "O", "F", "H", "H", "H", "H", "H", "H", "H"],
  "coordinates": [[-1.70507, 2.91284, -0.43349], [-0.35732, -1.22445, -1.12347], [0.70575, -0.46728, 0.87958], [0.15720, -0.30460, -0.42734], [-0.72459, 2.27965, -0.63431], [-2.84670, 2.33124, -0.11529], [-1.80836, 4.00176, -0.48928], [-0.37785, -2.25017, -0.76856], [-0.79320, -1.01466, -2.09074], [0.09500, 0.68369, -0.73664], [0.11055, 0.11516, 1.59119], [0.71080, -1.51221, 1.18960], [1.72045, -0.06256, 0.91209]],
  "atomic_forces_ev_per_a": [[-0.25, 0.27, -0.05], [-0.14, -0.36, -0.33], [0.57, -0.01, 1.44], [-0.36, 0.43, -0.64], [0.30, 0.01, -0.06], [-0.05, 0.00, 0.03], [0.01, -0.11, 0.03], [0.13, 0.10, 0.13], [0.02, 0.22, -0.02], [-0.15, -0.44, -0.08], [0.02, -0.10, -0.17], [-0.01, 0.09, -0.16], [-0.10, -0.11, -0.13]],
  "relative_energy_kj_mol": 0.0,
  "multiplicity": 1,
  "total_charge": 1,
  "mol_weight_da": 92.09,
  "total_energy_ha": -348.10115
}

---

(5)
{
  "formula": "C3H7FO",
  "method": "ωB97M-V with the def2-TZVPD basis set",
  "elements": ["C", "C", "C", "O", "F", "H", "H", "H", "H", "H", "H", "H"],
  "coordinates": [[1.41754, 0.70703, 0.40160], [-0.50391, -1.28599, -0.47465], [-0.68908, 0.03611, 0.10618], [-1.16602, 0.94831, -0.69057], [-1.19933, 0.11771, 1.30975], [1.70166, 1.22457, -0.47310], [1.80819, -0.14482, 0.92657], [1.22020, 1.53865, 1.09967], [0.46408, -1.69907, -0.41136], [-0.85366, -1.14858, -1.49047], [-1.15002, -2.09464, 0.04511], [-1.04964, 1.80072, -0.34872]],
  "atomic_forces_ev_per_a": [[-4.66, 0.34, 1.66], [-2.74, -2.14, 0.37], [6.13, 1.24, 0.97], [-1.83, -0.60, -2.70], [-0.88, -0.31, 1.83], [0.89, -0.63, -1.35], [0.81, -0.14, -0.52], [0.06, -0.50, 0.22], [1.18, 0.02, -0.15], [0.20, -0.60, -0.41], [0.57, 1.44, -0.81], [0.26, 1.89, 0.90]],
  "relative_energy_kj_mol": 233.1,
  "multiplicity": 1,
  "total_charge": 0,
  "mol_weight_da": 78.09,
  "total_energy_ha": -293.50497
}

---

(6)
{
  "formula": "C3H7FO",
  "method": "ωB97M-V with the def2-TZVPD basis set",
  "elements": ["C", "C", "O", "C", "F", "H", "H", "H", "H", "H", "H", "H"],
  "coordinates": [[1.11730, 1.12434, -0.20183], [0.55204, -0.11964, 0.42702], [0.92912, -1.27767, -0.20166], [-0.93909, 0.01421, 0.62708], [-1.58283, 0.13276, -0.57711], [0.69124, 1.36960, -1.20852], [0.84784, 2.02141, 0.40055], [2.18798, 1.08259, -0.31610], [0.92310, -0.15194, 1.47332], [0.38690, -1.49300, -0.99231], [-1.37303, -0.85581, 1.12693], [-1.23307, 0.94022, 1.20976]],
  "atomic_forces_ev_per_a": [[-0.71, 1.64, -0.87], [-0.61, 1.40, 1.42], [0.04, -1.75, -1.18], [-0.71, 0.76, 1.15], [-0.38, -0.06, -1.12], [0.23, -0.59, 0.66], [0.34, -0.60, -0.14], [0.38, -0.11, 0.10], [0.15, -0.27, -0.47], [0.38, 0.59, 0.80], [0.21, -0.05, 0.05], [0.67, -0.97, -0.40]],
  "smiles": "C[C@H](O)CF",
  "relative_energy_kj_mol": 0.0,
  "multiplicity": 1,
  "total_charge": 0,
  "mol_weight_da": 78.09,
  "total_energy_ha": -293.59376
}

---

(7)
{
  "formula": "C3H7FO2",
  "method": "ωB97M-V with the def2-TZVPD basis set",
  "elements": ["O", "C", "C", "F", "C", "O", "H", "H", "H", "H", "H", "H", "H"],
  "coordinates": [[-1.87426, 1.57010, 0.55460], [-0.55359, 1.24188, 0.44583], [-0.30432, -0.21878, -0.14652], [-0.96808, -0.99122, 0.80571], [1.01137, -0.64871, -0.42368], [0.62354, -1.79601, -1.09293], [-1.94060, 1.02138, 1.59706], [-0.16004, 2.30213, 0.10144], [-0.00416, 1.20675, 1.41023], [-0.77147, -0.47499, -1.11840], [1.71381, 0.22246, -0.91865], [1.75385, -1.06037, 0.40228], [1.47396, -2.37461, -1.61697]],
  "atomic_forces_ev_per_a": [[-1.91, -3.39, 6.42], [3.48, 1.92, -1.06], [-3.37, 4.10, 0.86], [0.24, -0.40, 0.21], [6.28, -0.43, 1.17], [4.70, -4.62, -4.77], [-1.31, 2.55, -4.79], [0.44, -2.64, -0.89], [-0.44, -0.24, -0.01], [-0.63, 1.04, 0.62], [-2.05, -2.08, 0.33], [-1.80, 1.41, -0.70], [-3.62, 2.78, 2.60]],
  "smiles": "OCC(F)CO",
  "relative_energy_kj_mol": 346.2,
  "multiplicity": 1,
  "total_charge": 0,
  "mol_weight_da": 94.09,
  "total_energy_ha": -368.69599
}

---

(8)
{
  "formula": "C3H7FOS",
  "method": "ωB97M-V with the def2-TZVPD basis set",
  "elements": ["O", "C", "C", "F", "C", "S", "H", "H", "H", "H", "H", "H", "H"],
  "coordinates": [[1.14649, -0.14148, 1.71438], [-0.08657, -0.16714, 0.96644], [-0.23255, -1.49078, 0.17234], [-1.48810, -1.87796, -0.20079], [-0.29768, 1.17186, 0.27166], [0.35152, 1.30949, -1.46350], [1.85619, -0.14615, 1.07693], [-0.74526, -0.24182, 1.86424], [0.29865, -2.12471, 0.87723], [0.42046, -1.54863, -0.76557], [0.24358, 1.87272, 0.89928], [-1.32027, 1.52974, 0.29520], [1.54414, 0.65689, -1.20183]],
  "atomic_forces_ev_per_a": [[-0.22, -0.42, -0.89], [-1.14, -0.07, 1.19], [2.74, 0.58, -0.78], [-0.15, 0.22, 0.60], [0.64, 0.19, -0.15], [0.49, -0.63, 0.92], [0.69, 0.04, -0.21], [-0.40, 0.13, -1.06], [-0.77, -1.10, 0.07], [-0.89, 0.55, 1.06], [0.11, 0.25, -0.08], [-0.29, -0.32, -0.39], [-0.83, 0.58, -0.25]],
  "smiles": "O[C@H](CF)CS",
  "relative_energy_kj_mol": 103.7,
  "multiplicity": 1,
  "total_charge": 0,
  "mol_weight_da": 110.15,
  "total_energy_ha": -691.75920
}